Molecular formula: C10H19N3O4
Method: DFT, ωB97M-V/def2-TZVPD

SMILES: CC(C)[C@H](N)C(=O)N[C@@H](CCC(N)=O)C(=O)O
Orbital gap (eV): 9.4
Strongest force on any atom (eV Å⁻¹): 3.77
LUMO energy (eV): 0.50
Electronic energy (a.u.): -857.7227
Energy above the lowest of the compared OMol25 structures with the same formula, charge and spin (kJ/mol): 88.8

Structure (ORCA input):
```
! wB97M-V def2-TZVPD RIJCOSX def2/J DEFGRID3
* xyz 0 1
C 2.91828 1.38477 -0.78006
C 2.36428 0.60769 0.43050
C 3.49400 0.24044 1.37023
C 1.56210 -0.59973 0.00882
N 2.22494 -1.44077 -0.97323
C 0.19455 -0.29885 -0.62651
O -0.16098 -0.68759 -1.70313
N -0.50609 0.65487 0.06685
C -1.84546 1.01250 -0.41595
C -3.00375 0.27932 0.21887
C -3.16029 -1.20244 -0.22292
C -2.13157 -2.12030 0.49595
N -1.77901 -3.28005 -0.11958
O -1.79922 -1.79579 1.61997
C -2.05100 2.52226 -0.09985
O -3.01287 3.14006 -0.47111
O -1.04070 3.00675 0.63229
H 2.13222 2.02045 -1.23754
H 3.35341 0.75455 -1.55777
H 3.58290 2.18836 -0.48457
H 1.74341 1.29760 0.97075
H 4.28671 -0.40832 0.96453
H 3.22265 -0.28997 2.28195
H 4.06237 1.14919 1.61591
H 1.27405 -1.20246 0.90179
H 1.59129 -1.73732 -1.72078
H 2.80616 -2.14968 -0.62195
H -0.15997 1.20920 0.81980
H -1.84864 0.90100 -1.51720
H -3.94561 0.85655 0.11836
H -2.75356 0.27699 1.30914
H -3.15338 -1.39366 -1.33217
H -4.14851 -1.56820 0.02961
H -1.23090 -3.97120 0.40680
H -1.80559 -3.35115 -1.12239
H -1.27625 3.99494 0.74456
*
```

***

Molecular formula: C12H12N4O4S
Method: DFT, ωB97M-V/def2-TZVPD

Orbital gap (eV): 6.5
Strongest force on any atom (eV Å⁻¹): 2.79
LUMO energy (eV): -2.21
Electronic energy (a.u.): -1382.3577
Energy above the lowest of the compared OMol25 structures with the same formula, charge and spin (kJ/mol): 638.6

Structure (ORCA input):
```
! wB97M-V def2-TZVPD RIJCOSX def2/J DEFGRID3
* xyz 0 1
C -2.39786 0.06168 2.48955
C -1.70461 1.34330 2.03470
C -0.19953 1.35417 2.28290
S 0.65718 0.00199 1.46932
C -0.22946 -1.30284 2.32169
C -1.73546 -1.24932 2.06774
H -2.47411 0.07630 3.58399
H -3.42378 0.06744 2.10206
H -1.88251 1.53020 0.96956
H -2.13073 2.20291 2.56755
H 0.26362 2.26487 1.87874
H 0.04518 1.26430 3.34778
H 0.20734 -2.23618 1.94081
H 0.01964 -1.19854 3.38352
H -2.18788 -2.08833 2.61254
H -1.91982 -1.45368 1.00770
N -1.24234 -3.31400 -0.76563
C -0.54831 -2.42735 -1.09139
C 0.25278 -1.31779 -1.51912
C -0.10157 -0.00915 -1.07098
C 0.60098 1.08097 -1.62746
N 0.32553 2.43787 -1.53443
O -0.51267 3.09832 -0.94155
O 1.26805 3.06667 -2.41045
N 2.11445 2.14550 -2.98061
C 1.69297 0.94030 -2.49264
C 2.13887 -0.39466 -2.82821
N 3.36939 -0.63807 -3.53429
O 4.14267 0.29899 -3.81535
O 3.63138 -1.83124 -3.82185
C 1.36634 -1.48704 -2.37477
H -1.04742 0.20617 -0.56700
H 1.64167 -2.49378 -2.68441
*
```

***

Molecular formula: C31H50F9N9O7PS2
Method: DFT, ωB97M-V/def2-TZVPD

Orbital gap (eV): 6.0
Strongest force on any atom (eV Å⁻¹): 6.04
LUMO energy (eV): -4.33
Electronic energy (a.u.): -4266.7572

Structure (ORCA input):
```
! wB97M-V def2-TZVPD RIJCOSX def2/J DEFGRID3
* xyz 1 1
C 0.90960 -1.11321 3.29409
C 0.67482 -2.04680 2.00117
O -0.69120 -2.08451 1.52802
C -1.13630 -0.79419 1.05151
C -1.96140 -0.90252 -0.34894
P -2.00209 -2.72999 -0.94012
N -2.90112 -3.53349 0.11909
O -0.41732 -3.38366 -1.10401
O -2.74505 -2.91578 -2.46704
C -1.32764 -0.09581 -1.57624
C 0.17855 -0.27996 -2.05069
O 1.10942 -0.80921 -1.09693
C 2.12186 0.16334 -0.74254
C 1.78495 1.62407 -0.29785
C 2.82725 2.69795 0.07011
C 2.48640 4.21106 0.49175
C 4.35356 2.34009 0.00533
C 4.70599 0.89669 -0.42150
C 3.64220 -0.20606 -0.78032
C 4.22270 -1.64338 -1.15511
C 3.43042 -2.41504 -2.31408
C 4.32702 -2.47901 0.23406
C -1.84235 1.37873 -1.09882
N -2.97740 1.27210 -0.38008
C -3.51012 2.61679 -0.00196
C -3.81270 3.59856 -1.24030
C -4.40109 5.04227 -0.80762
S -4.51566 5.30346 1.03019
C -3.40134 -0.14084 -0.24678
C -4.45362 -0.33010 -1.47219
C -5.66988 -1.32192 -1.16571
C -6.92755 -0.62844 -0.43058
F -7.01465 -1.28154 0.86185
F -6.74388 0.75116 -0.14609
C -8.30182 -0.97763 -1.17504
F -8.38010 -2.35572 -1.57471
F -8.31421 -0.24568 -2.41489
C -9.63570 -0.69195 -0.33553
F -9.84920 -1.63795 0.71678
F -10.72576 -0.92486 -1.24716
C -9.81974 0.81294 0.17981
F -9.16081 0.94081 1.42753
F -9.43901 1.80112 -0.74468
F -11.20628 1.03704 0.45086
N -4.06719 -0.73529 0.91840
C -4.42017 0.07496 1.84240
S -4.52401 1.13622 3.12880
H 0.67150 -0.03004 2.98908
H 0.29634 -1.45138 4.19647
H 2.03448 -1.15519 3.55490
H 1.44569 -1.77847 1.20284
H 0.93148 -3.12272 2.33859
H -1.73877 -0.31582 1.89344
H -0.19208 -0.13101 0.93814
H -3.72679 -3.94935 -0.33577
H -0.26387 -3.41548 -2.08626
H -3.21403 -3.78938 -2.45745
H -1.90280 -0.22299 -2.57697
H 0.53326 0.72264 -2.51026
H 0.16602 -1.01484 -2.94663
H 0.67909 1.92092 -0.25222
H 3.46978 4.75987 0.75329
H 1.78992 4.29174 1.39122
H 2.01260 4.82277 -0.35508
H 5.13012 3.13264 0.27012
H 5.82530 0.62122 -0.48334
H 5.29772 -1.46848 -1.54803
H 2.51341 -2.90932 -1.81168
H 3.00336 -1.70088 -3.10274
H 4.02743 -3.27108 -2.79855
H 5.27198 -2.08042 0.76935
H 3.45075 -2.22897 0.93607
H 4.41992 -3.60469 0.06870
H -1.27267 2.31624 -1.40250
H -2.70783 3.13255 0.64174
H -4.48040 2.51422 0.58619
H -2.88170 3.82149 -1.88884
H -4.56918 3.09351 -1.94903
H -3.70666 5.86508 -1.21586
H -5.44230 5.17540 -1.27736
H -5.74593 5.89401 1.32607
H -4.82621 0.73842 -1.71754
H -3.97274 -0.70000 -2.44437
H -5.35597 -2.31419 -0.66558
H -6.07609 -1.64676 -2.20145
C -1.08820 4.57132 3.49846
O -0.42945 4.02215 2.62417
N -2.34464 4.17653 3.82042
N -0.61998 5.61878 4.21767
H -2.90447 4.61079 4.53175
H -2.72274 3.40065 3.30497
H 0.31060 5.94100 4.00682
H -1.14420 6.08200 4.93764
C 8.44659 -0.86334 -0.62702
O 7.75304 -0.49178 -1.56702
N 9.75032 -1.19750 -0.76902
N 7.96972 -0.97268 0.63808
H 10.33697 -1.50559 -0.01094
H 10.14302 -1.12943 -1.69403
H 7.00332 -0.73338 0.78734
H 8.52297 -1.27535 1.41982
C 11.25778 -4.55274 -0.24963
O 11.41625 -3.57960 0.47470
N 10.51277 -4.50814 -1.38118
N 11.81333 -5.75919 0.01711
H 10.37059 -5.29460 -1.98838
H 10.08223 -3.62696 -1.61303
H 12.37449 -5.83198 0.85024
H 11.69598 -6.56956 -0.56334
*
```

***

Molecular formula: C3H6N2O
Method: DFT, ωB97M-V/def2-TZVPD

Orbital gap (spin up / spin down) (eV): 8.6 / 7.6
Strongest force on any atom (eV Å⁻¹): 8.08
⟨S²⟩: 2.024
LUMO energy (spin up / spin down) (eV): 1.14 / -1.22
Electronic energy (a.u.): -302.3621
Energy above the lowest of the compared OMol25 structures with the same formula, charge and spin (kJ/mol): 335.7

Structure (ORCA input):
```
! wB97M-V def2-TZVPD RIJCOSX def2/J DEFGRID3
* xyz 0 3
C -2.06626 0.67704 -0.33325
C -2.41051 -0.53717 0.18713
C 2.35029 0.30181 0.03966
N -0.91391 1.32964 0.10535
N 0.95369 -0.01881 -0.30991
O 0.27384 1.00640 0.21041
H -2.72851 1.36782 -0.95723
H -1.76846 -1.06982 0.83164
H -3.31794 -0.96073 0.00304
H 2.83070 -0.03859 -0.94088
H 2.49816 1.46490 0.09525
H 2.79676 -0.31390 0.77937
*
```